ORCA calculation (ωB97M-V/def2-TZVPD) on a cluster of 11 separate species, C31H88F3N11O13S in total at a distorted geometry.

Geometry as XYZ:
```
147
Properties=species:S:1:pos:R:3:forces:R:3
O -0.80319 -0.27265 0.19385 0.34 0.96 2.33
H 0.02102 -0.52386 -0.22943 1.97 -1.28 -1.30
H -1.56504 -0.76604 -0.11879 -2.32 -1.20 -0.87
H -0.95325 0.67374 0.13535 -0.82 0.82 -0.12
C -5.93528 0.23768 -4.15688 -0.10 1.34 1.40
F -6.08888 1.54635 -4.53569 0.63 -0.57 -0.17
F -6.99451 -0.38726 -4.67136 1.13 -0.49 -0.24
F -4.70608 -0.18313 -4.61324 -1.80 0.05 -0.14
S -5.95826 0.19542 -2.24753 -1.27 -0.77 -0.52
O -6.16713 -1.23794 -1.98184 0.28 1.60 -0.04
O -4.57598 0.63668 -1.97230 -0.98 0.25 0.01
O -7.06725 1.10432 -1.88279 2.16 -1.33 -0.45
C -3.29780 4.60685 -3.69370 -1.17 -0.36 -0.17
O -3.20938 5.45296 -2.87780 0.83 2.46 4.01
N -3.13507 4.90036 -4.94298 0.50 0.66 -5.22
N -3.65011 3.35024 -3.50715 -0.29 -2.82 1.73
H -3.18813 5.87249 -5.21177 -0.01 -0.28 0.08
H -3.48235 4.20655 -5.58960 0.27 0.46 -0.37
H -3.64300 3.05340 -2.54178 -0.47 -0.25 -0.36
H -4.14906 2.78548 -4.17961 0.16 0.11 0.28
C 5.75069 -0.16506 1.31533 3.41 -5.07 -2.25
O 6.41310 -1.23223 1.05282 -1.66 2.59 0.94
N 6.07244 1.01984 0.90872 2.83 4.47 -2.08
N 4.58650 -0.10029 1.84312 -4.65 -0.59 2.97
H 6.76646 1.17917 0.19244 0.09 -0.33 0.41
H 5.59265 1.85455 1.21393 0.15 -0.27 -0.16
H 4.20092 0.82910 1.93071 -0.45 -0.63 0.23
H 4.12085 -0.88104 2.28323 0.14 -0.04 0.06
C 2.75041 -4.83923 -0.45695 1.80 -0.33 -1.69
C 4.09296 -4.16412 -0.26538 1.10 2.36 0.98
C 5.13823 -4.05986 -1.41305 -1.30 -1.99 -0.25
O 6.40284 -3.95752 -0.88478 2.16 -0.55 0.82
C 7.42882 -4.67820 -1.61769 -0.59 1.12 0.24
N 3.84988 -2.77418 0.24246 -0.80 -0.71 -0.15
H 2.29232 -4.30088 -1.28666 -0.92 0.02 0.45
H 2.20731 -4.99768 0.47474 -0.19 0.37 -0.29
H 3.04371 -5.79584 -0.88934 -0.54 -0.50 0.16
H 4.62669 -4.65703 0.54719 0.28 -0.58 -0.16
H 4.98794 -3.27886 -2.15840 -0.54 0.30 0.08
H 5.11023 -5.02308 -1.92249 -0.41 -0.22 -0.52
H 7.31409 -4.38724 -2.66185 0.48 -0.01 -0.18
H 7.43059 -5.76728 -1.57292 -0.78 -0.20 0.34
H 8.38931 -4.38568 -1.19344 -0.13 0.35 -0.21
H 4.70732 -2.25533 0.36775 0.65 -0.10 -0.19
H 3.54487 -2.95709 1.18777 -0.35 0.56 0.18
C -6.00439 1.76731 4.09548 1.28 2.74 1.80
C -4.73506 1.53884 3.26558 -3.49 -2.63 -0.37
C -3.89996 0.39315 3.80899 1.25 0.94 -0.05
O -4.60089 -0.78148 4.19295 -0.36 0.77 -0.89
C -3.75040 -1.73022 4.77278 0.64 0.08 0.24
N -5.30463 1.15514 1.97258 1.10 0.38 -1.79
H -6.37942 2.75506 3.82756 -0.61 -0.14 -0.82
H -5.66356 2.10653 5.07368 -0.22 -0.80 0.92
H -6.82591 1.05298 4.14968 0.64 -0.25 -0.24
H -4.15393 2.44722 3.10676 0.11 -0.17 0.39
H -3.28406 0.85188 4.58252 -0.29 -0.31 1.23
H -3.09219 0.24058 3.09321 -0.15 -0.89 -0.71
H -3.39748 -1.28161 5.70138 0.43 -0.37 0.27
H -2.91275 -1.99017 4.12557 0.31 0.36 -0.18
H -4.19350 -2.70610 4.97133 -0.81 0.41 0.04
H -6.04076 0.46367 1.98104 0.16 -0.22 0.51
H -5.72716 1.97923 1.56954 -0.11 0.05 -0.31
C -2.05525 -2.32819 -2.73146 0.40 -0.87 -0.31
C -2.84248 -2.83716 -1.52509 -1.41 0.96 0.18
C -2.28847 -4.01488 -0.74239 0.46 -0.34 -0.41
O -2.32259 -5.13268 -1.64652 0.29 0.61 0.40
C -2.02881 -6.38460 -1.06642 -0.19 0.43 -0.04
N -3.11925 -1.64332 -0.65285 1.21 -1.01 -0.02
H -1.06196 -1.98208 -2.44563 0.04 0.12 0.08
H -2.54546 -1.54364 -3.30789 -0.34 0.24 0.60
H -1.93519 -3.10284 -3.48882 0.15 -0.37 0.23
H -3.79456 -3.23495 -1.87637 -0.23 0.19 -0.32
H -2.83039 -4.27438 0.16706 -0.86 0.21 -0.04
H -1.31557 -3.77119 -0.31556 0.84 -0.23 -0.47
H -2.09116 -7.12401 -1.86485 0.30 0.05 0.06
H -2.76395 -6.66803 -0.31320 -0.21 0.08 0.22
H -1.05043 -6.35414 -0.58688 0.26 -0.27 -0.07
H -3.60361 -0.96309 -1.22098 -0.16 0.39 -0.19
H -3.79016 -1.90085 0.05683 -0.12 -0.03 0.25
C -0.01009 -1.03598 3.81581 -0.36 0.74 0.76
C 1.10333 -1.63802 3.00497 0.01 -0.85 3.15
C 2.06945 -2.58436 3.92698 0.02 1.36 -1.67
O 3.21543 -2.80978 3.09443 -0.68 1.09 0.62
C 4.17999 -3.71439 3.55840 0.15 -0.60 -0.63
N 0.39466 -2.47409 2.09283 0.98 -1.47 -1.21
H -0.68117 -1.79522 4.21742 0.07 -0.22 -0.06
H -0.59935 -0.43629 3.12209 -0.15 0.17 0.15
H 0.28664 -0.43973 4.67867 0.23 0.22 -0.11
H 1.62341 -0.81607 2.51301 0.51 -0.38 -0.16
H 1.58444 -3.53683 4.14069 -0.39 -0.13 -0.13
H 2.36599 -2.17726 4.89364 0.10 0.44 0.00
H 5.07744 -3.49769 2.97898 0.20 -0.03 0.22
H 3.83913 -4.70758 3.26603 0.16 -0.42 0.34
H 4.38332 -3.67556 4.62856 -0.10 0.20 0.05
H -0.04180 -3.17444 2.67516 -1.02 0.10 0.30
H 1.13750 -3.08635 1.78719 0.34 -0.19 -1.46
C 2.26124 4.63033 0.68712 1.25 0.86 0.32
C 2.50869 4.77903 -0.80732 -0.64 -1.10 -1.66
C 3.80530 4.05199 -1.36010 -1.50 1.32 2.40
O 4.92479 4.79672 -0.94250 0.03 -0.58 -0.80
C 5.12210 5.97847 -1.73479 0.02 -0.70 0.87
N 1.38307 4.20227 -1.52215 -1.11 -0.96 -1.15
H 2.98304 5.19945 1.27295 0.41 0.13 -0.17
H 2.43116 3.60576 1.01801 -0.47 -0.23 -0.18
H 1.32142 5.05003 1.04585 -0.33 -0.43 -0.52
H 2.39932 5.78480 -1.21298 0.78 0.47 0.83
H 3.74743 3.80846 -2.42097 0.13 0.39 -0.22
H 3.69465 3.12755 -0.79329 0.91 -0.46 -0.11
H 4.19767 6.47082 -2.03664 -0.17 0.03 0.35
H 5.63171 5.72979 -2.66569 0.50 0.13 0.13
H 5.66901 6.56893 -0.99971 0.28 0.58 -0.87
H 1.19677 3.21510 -1.41778 -0.04 -0.49 1.38
H 1.65595 4.11292 -2.49047 -0.11 0.90 -0.65
C 3.27552 -0.23111 -2.36731 0.39 -0.78 -0.33
C 1.84090 -0.04722 -1.86289 0.98 0.53 -0.41
C 0.86899 0.35281 -3.04229 -0.48 -0.34 2.51
O -0.38980 0.57906 -2.40184 0.25 -0.45 0.10
C -1.42319 1.03329 -3.26764 1.25 0.02 -0.58
N 1.36737 -1.16877 -1.04155 -0.50 -0.26 -0.70
H 3.39287 -1.24597 -2.74726 -0.10 -0.07 -0.49
H 4.06614 -0.20374 -1.61746 -0.36 0.26 0.54
H 3.58969 0.47879 -3.13245 -0.29 0.05 -0.16
H 1.92945 0.76714 -1.14381 -0.55 0.58 -0.20
H 0.73823 -0.43904 -3.77984 0.32 -0.14 -0.21
H 1.23443 1.27468 -3.49475 0.12 0.06 -0.26
H -1.02550 1.96876 -3.66114 -0.90 0.70 0.13
H -2.38197 1.02580 -2.74920 0.30 0.35 0.03
H -1.50050 0.41887 -4.16465 -0.13 -0.56 -0.01
H 1.29253 -1.98963 -1.62523 -0.77 -0.20 -0.64
H 2.08858 -1.56280 -0.45445 0.92 0.57 0.73
C -3.40854 3.86321 0.42054 0.38 2.13 0.11
C -2.28302 2.88982 0.30320 0.81 1.40 1.32
C -1.43501 3.04172 1.62579 -1.24 0.38 -1.40
O -0.32509 2.21007 1.63839 0.08 -0.55 -0.05
C 0.47209 2.43975 2.78343 0.33 -1.71 -1.05
N -2.86488 1.62006 0.07337 0.49 -1.61 0.35
H -3.02419 4.85481 0.65952 0.11 0.40 -0.42
H -4.05147 3.70299 1.28603 -0.36 -0.69 -0.30
H -3.91690 3.93952 -0.54063 -0.45 0.06 0.34
H -1.67609 3.09774 -0.57800 0.36 0.50 0.11
H -2.13339 2.92761 2.45485 -0.08 -0.93 0.48
H -1.12020 4.06836 1.81290 0.19 0.46 -0.71
H -0.04840 2.03122 3.64963 -0.23 1.15 0.57
H 0.89006 3.44326 2.70365 -0.27 0.10 0.95
H 1.27276 1.70541 2.69518 0.51 0.20 -0.16
H -3.56711 1.76358 -0.63824 0.02 -0.52 -0.61
H -3.47336 1.39838 0.84843 -0.24 -0.48 0.50
```
Positions in Å, forces in eV/Å.

Computed properties:
Maximum force ... 0.1266 Eh/bohr
Relative energy (zero: lowest compared OMol25 entry of this formula, charge and spin) ... 0.0 kcal/mol
HOMO ... -8.7 eV
Gap between HOMO and LUMO ... 8.71 eV

Atom charges from the Löwdin analysis, given in e for atoms 1 to 6:
1. O 0.195
2. H 0.030
3. H 0.056
4. H 0.077
5. C -0.587
6. F 0.065